DFT (ωB97M-V with the def2-TZVPD basis set) results for one molecule with the formula C15H24N3O3P in a non-equilibrium geometry.

Positions of all 46 atoms, in Å:
1 H -3.359 4.220 1.433
2 N -3.092 3.688 0.607
3 C -2.287 2.759 0.916
4 C -1.750 1.877 -0.172
5 C -1.185 0.483 0.272
6 C 0.115 0.740 0.906
7 N 1.159 0.727 1.386
8 C -1.036 -0.328 -1.034
9 C -0.017 -1.489 -1.016
10 P 0.913 -1.585 -2.564
11 O -0.029 -1.894 -3.645
12 O 1.674 -0.213 -2.884
13 C 2.136 0.632 -1.805
14 C 3.204 1.575 -2.351
15 O 1.975 -2.773 -2.400
16 C 3.367 -2.504 -2.160
17 C 3.703 -2.310 -0.671
18 C -2.191 -0.147 1.288
19 C -2.382 -1.586 1.053
20 N -2.416 -2.718 0.870
21 C -1.836 0.007 2.797
22 C -3.067 0.016 3.670
23 C -3.159 0.827 4.744
24 H -1.967 2.640 1.953
25 H -2.464 1.753 -0.984
26 H -0.897 2.414 -0.602
27 H -2.005 -0.715 -1.344
28 H -0.745 0.369 -1.823
29 H -0.572 -2.428 -1.035
30 H 0.606 -1.526 -0.122
31 H 2.501 0.061 -0.954
32 H 1.292 1.242 -1.483
33 H 3.064 2.553 -1.888
34 H 3.042 1.712 -3.418
35 H 4.216 1.246 -2.124
36 H 3.738 -1.691 -2.782
37 H 3.885 -3.399 -2.499
38 H 4.383 -3.083 -0.320
39 H 4.176 -1.347 -0.486
40 H 2.787 -2.380 -0.085
41 H -3.176 0.300 1.140
42 H -1.273 -0.854 3.154
43 H -1.303 0.932 3.016
44 H -3.902 -0.621 3.378
45 H -2.841 1.863 4.664
46 H -3.540 0.476 5.697

As for the SMILES: [H]/N=C/C[C@](C#N)(CCP(=O)(OCC)OCC)[C@@H](C#N)CC=C. As for the total charge: 0.

=====

DFT (ωB97M-V with the def2-TZVPD basis set) results for a 2-piece molecular cluster, C3H3Cl2O2P overall in a non-equilibrium geometry.

Positions of all 11 atoms, in Å:
1 C 2.646 0.248 -0.606
2 C 1.734 0.257 0.298
3 C 0.847 0.235 1.212
4 Cl -0.438 -0.939 1.225
5 H 2.694 0.981 -1.427
6 H 3.412 -0.379 -0.466
7 H 1.024 0.789 2.173
8 O -3.002 -2.149 -1.146
9 P -3.259 -1.142 -0.125
10 O -2.818 0.230 -0.847
11 Cl -2.842 1.868 -0.290

As for the SMILES: C=C=CCl.O=POCl. Its energy relative to the best compared isomer or geometry (same formula, charge and spin) is 0.0 kcal per mole. As for the total charge: 0.

=====

DFT (ωB97M-V with the def2-TZVPD basis set) results for an isolated ion of composition C3H7N2 and charge +1 in a non-equilibrium geometry.

Positions of all 12 atoms, in Å:
1 C -1.693 -0.499 -0.195
2 N -0.440 0.219 -0.071
3 C 0.370 0.833 1.035
4 C 0.794 0.201 -0.195
5 N 1.897 0.050 -0.972
6 H -2.182 -0.522 0.819
7 H -2.399 -0.071 -0.822
8 H -1.431 -1.559 -0.623
9 H 0.415 0.204 1.979
10 H 0.240 1.875 1.130
11 H 2.760 0.000 -0.448
12 H 1.671 -0.730 -1.636

As for the SMILES: CN1CC1=[NH2+]. Its energy relative to the best compared isomer or geometry (same formula, charge and spin) is 42.1 kcal per mole. As for the total charge: +1.

=====

no.,energy (eV)
1,-35844.81317
2,-41584.95065
3,-6195.68578